ORCA calculation (ωB97M-V/def2-TZVPD) on 3 unconnected molecules or ions with the total composition CH8N2O2.

Highest occupied orbital energy (spin up / spin down)   0.93 / -6.26 eV
Expectation value of S²   0.750
Kohn-Sham gap (spin up / spin down)   0.1115 / 0.3716 Ha
Charge   -1
Relative energy (zero: lowest compared OMol25 entry of this formula, charge and spin)   0.1476 eV
Spin multiplicity   2

Element x y z (Å)
N  -0.80066  0.06722  -0.80577
C  -1.81813  0.32278  0.16389
N  -2.98001  0.00926  -0.22734
H  -1.16601  0.05915  -1.74030
H  -0.10875  -0.62853  -0.57327
H  -1.38498  0.88662  1.00325
H  -3.81965  0.24472  0.28996
H  2.37383  1.14062  1.01316
H  1.12395  1.37588  0.40479
O  2.05232  1.57530  0.20324
H  2.43075  -1.00973  -0.23378
H  2.25393  -2.46292  0.20658
O  1.84341  -1.58037  0.29560

Results of the Löwdin charge analysis, in e, for atoms 1 through 5:
1. N 0.009
2. C -0.428
3. N 0.045
4. H 0.052
5. H 0.007